[1]
8 unconnected molecules or ions with the total composition C5H27N2O8 at a distorted geometry, computed with ωB97M-V/def2-TZVPD.

```
42
Properties=species:S:1:pos:R:3:forces:R:3
O -1.391655 -1.665800 1.058535 0.8700 -0.1732 -0.2173
C -1.975598 -0.650446 0.732414 -3.1292 -0.2073 0.1844
N -2.860866 -0.042448 1.577209 0.7220 -0.3798 0.9538
C -3.201592 1.361890 1.611731 -0.4040 0.9670 -3.2725
C -2.087505 -0.139861 -0.695553 1.7335 2.3753 0.2395
N -1.082556 -0.804029 -1.551114 0.3296 -0.3608 -0.7566
C -0.173064 0.187741 -2.260639 1.7750 0.2780 -0.1714
C 0.036325 -0.139767 -3.758191 2.7458 -1.8460 -0.0289
H -2.994831 -0.540269 2.456000 0.2893 0.0958 -0.3405
H -4.100408 1.581054 0.983875 0.2336 -0.3631 0.6857
H -3.379478 1.756090 2.580361 0.1418 0.0410 0.9034
H -2.434126 1.948719 1.055757 -0.1595 -0.2267 0.9523
H -3.045002 -0.097490 -1.224302 -0.1219 -0.4284 0.8082
H -1.769752 0.968798 -0.586657 -0.4721 -1.6147 -0.4726
H -1.518116 -1.278829 -2.344535 -0.4437 -0.0421 0.3828
H 0.864080 -3.017703 -0.560160 -0.7938 -0.1932 0.8570
H -0.410755 1.265233 -2.116729 -0.7919 -1.1967 0.0171
H 0.786592 0.126756 -1.696036 -0.4111 -0.0628 -0.6708
H 0.919125 -0.849669 -3.909816 -1.2737 -0.1369 0.8388
H 0.607494 0.606005 -4.303593 -1.0524 1.1272 0.0274
H -0.741533 -0.614661 -4.367662 -0.3018 0.6709 0.3965
H 3.475071 -0.251450 -1.508169 0.0520 0.0079 0.0987
H 2.936323 -0.732234 -0.129319 -0.0938 -0.0803 -0.4713
O 3.136418 0.055322 -0.661119 0.0239 0.2468 -0.1659
H 0.247963 3.389277 2.779590 0.0230 -0.2403 -0.3466
H 0.964314 2.079144 2.431334 0.1486 0.2954 0.0039
O 0.342837 2.730492 2.071920 0.2221 -0.1095 0.9540
H 3.961186 0.895696 2.213878 -0.1471 0.0482 0.0916
H 3.225162 1.061773 0.879254 -0.0618 -0.1336 0.3321
O 3.073710 0.937601 1.837954 -0.0401 0.1505 -0.1056
H 2.785419 -2.742241 0.587471 -0.1311 -0.1413 0.0535
H 1.788437 -1.751553 1.209472 -0.3527 -0.2988 0.5524
O 1.982705 -2.243472 0.385422 0.9851 0.0258 -0.1220
H 0.301050 -1.323945 2.593302 -0.0225 -0.1110 0.1573
H 1.495066 -0.376900 2.818344 0.2059 0.0048 0.0790
O 1.236605 -1.307836 2.848092 -0.2077 0.1951 -0.4459
H 0.317272 2.064467 0.279847 -0.5901 0.2671 -0.4048
H 0.219893 3.351080 -0.427255 -0.3146 0.1472 -0.1773
O -0.183765 2.474664 -0.453677 0.6920 -0.0783 0.2394
H -0.569012 -1.733040 -1.045037 -0.1980 1.3738 -0.9692
H -0.762248 -3.395789 -0.418580 0.6667 -0.4160 0.8513
O -0.021185 -3.142369 -0.973620 -0.3457 0.5231 -1.5210
```
Positions in Å, forces in eV/Å.

Its HOMO energy is -13.1 eV. The value obtained for the energy above the lowest of the compared OMol25 structures with the same formula, charge and spin is 51.0 kcal per mole. The total charge is +1.

=====

[2]
7 unconnected molecules or ions with the total composition C5H27N3O6 at a distorted geometry, computed with ωB97M-V/def2-TZVPD.

```
41
Properties=species:S:1:pos:R:3:forces:R:3
C 0.595365 1.896184 -1.515795 3.1709 1.1870 1.6816
N -0.007595 1.666223 -0.176872 0.0591 -0.1762 -0.6515
C -0.705089 0.350658 -0.285255 0.0946 0.8556 0.9326
C -2.218399 0.587014 0.099803 0.3073 -0.9749 -1.9092
N -3.046715 -0.316008 -0.762215 1.9738 -0.8745 2.4357
C -0.096039 -0.686930 0.759382 -1.1495 -1.0835 -1.5715
C 1.325712 -1.284046 0.446987 -1.5128 -0.9459 -1.3036
N 1.410189 -2.783678 0.568871 1.4811 1.7670 -1.2773
H -0.065933 1.497819 -2.267299 -0.0389 0.8539 -0.8677
H 1.661674 1.439077 -1.702641 -2.1582 -0.0605 0.7366
H 0.941365 2.957234 -1.444891 -1.0319 -0.3536 -1.1369
H -0.689098 2.440499 0.054968 0.9259 -1.2793 -0.5866
H -0.608894 0.048605 -1.396651 -0.3066 -0.1726 1.9504
H -2.579038 1.612584 -0.174799 0.6865 -0.7543 0.6982
H -2.192592 0.391228 1.182277 -1.0958 0.1862 -0.3308
H -3.516365 0.099459 -1.486522 -1.2823 1.1410 -1.6632
H -3.456748 -1.167504 -0.442673 -0.2361 0.0198 0.5224
H -0.094394 -0.269231 1.734914 -0.2894 0.5552 0.5859
H -0.932868 -1.485158 0.812561 1.6374 0.5921 -0.0642
H 1.427733 -1.056423 -0.684160 0.6765 -0.3048 2.1403
H 2.169205 -0.949766 1.089044 -0.6977 0.6321 -0.6412
H 0.998301 -3.204265 1.350085 -0.6472 -0.1175 1.6661
H 0.926116 -3.141198 -0.207468 -0.7457 -0.7027 -1.2355
O -1.041886 0.730683 3.456749 -1.6858 -0.4333 1.6600
H -0.172520 1.015089 3.180465 1.0167 0.5278 0.2555
H -1.110906 0.738222 4.446505 0.3616 0.1262 -1.5604
O 1.754108 -0.548352 -3.601320 -7.6524 3.6847 -1.5311
H 2.466450 -0.997946 -3.431457 6.0548 -4.2039 1.7896
H 0.975580 -1.069045 -3.277136 1.3098 0.5442 -0.4105
O -0.909607 -2.595554 -1.851670 5.9351 -2.1242 -3.2163
H -1.473760 -3.292656 -1.884869 -2.5097 -3.2159 -0.2682
H -1.313227 -1.956903 -1.428305 -3.4223 5.3953 3.3709
O 3.296965 -1.732270 -1.685384 0.9919 0.6315 -0.7546
H 4.018362 -1.117036 -1.488192 -0.2252 -0.1310 -0.1619
H 3.241726 -2.269344 -0.909123 -0.2827 -0.8348 0.9070
O -1.897438 3.201980 1.899620 -2.9259 4.3729 -3.7566
H -1.500635 2.580130 2.375224 2.7305 -4.1106 3.6099
H -1.559374 4.074772 2.114572 0.1440 -0.2559 0.2315
O 1.224238 1.741682 2.492042 0.6431 0.2347 3.3090
H 1.764258 0.973634 2.421518 0.9320 -0.9531 0.1685
H 0.991761 1.880550 1.619107 -1.2362 0.7557 -3.7528
```
Positions in Å, forces in eV/Å.

Its HOMO energy is -8.6 eV. Its structure (SMILES) is CN[C@H](CN)CCN.O.O.O.O.O.O. The value obtained for the energy above the lowest of the compared OMol25 structures with the same formula, charge and spin is 87.8 kcal per mole. The total charge is 0.

=====

[3]
9 unconnected molecules or ions with the total composition C5H27NO10 at a distorted geometry, computed with ωB97M-V/def2-TZVPD.

```
43
Properties=species:S:1:pos:R:3:forces:R:3
C 1.380718 -1.517016 -3.455342 -0.7824 -1.6686 -1.5751
C 1.922572 -0.206281 -3.015605 0.6744 0.2491 0.1269
N 2.367323 -0.280151 -1.600318 -0.6970 1.3078 -1.0585
C 2.179834 0.818261 -0.779783 2.7623 -0.7792 -0.3011
O 1.599365 1.817831 -1.120441 -0.4083 0.4413 -0.0976
C 2.853938 0.625530 0.589296 -0.1447 -2.1078 -0.8123
C 1.765118 -0.254367 1.248721 0.1718 0.0676 1.7833
O 0.529189 0.349886 1.066718 -2.7030 0.2150 -0.8362
H 0.329679 -1.579776 -3.700596 -0.3947 0.3795 0.0854
H 1.882439 -1.995735 -4.311922 0.0248 0.8780 -0.2205
H 1.544568 -2.314652 -2.785876 0.0609 -0.6968 1.5927
H 1.219834 0.640472 -3.022003 0.2147 -0.4996 -0.3040
H 2.721730 -0.039388 -3.778840 -0.0169 0.7235 1.2227
H 2.865304 -1.094090 -1.285444 0.2484 0.5537 -0.3286
H 3.082989 1.560370 1.074442 -0.5532 0.2750 0.2630
H 3.804360 0.015522 0.631311 -0.8274 0.6700 -0.6758
H 1.690070 -1.348140 0.975760 0.7278 1.2478 0.3152
H 1.878847 -0.097363 2.327462 0.5365 -0.9794 0.0811
H -0.061010 -0.100609 0.419138 1.0095 0.3569 0.6214
O -0.624598 4.537760 0.014038 0.1295 -0.1939 -0.6729
H -0.909860 4.806439 -0.859988 -0.4143 0.8585 -0.2297
H -0.125474 3.771658 -0.287795 0.6464 -0.5332 0.5330
O -2.306535 -1.486046 0.906301 -0.0545 -1.5111 0.7726
H -2.726642 -1.608465 1.792009 0.4287 0.1572 -1.1361
H -2.076642 -0.568483 0.944747 -0.1593 0.8849 0.0671
O -0.728352 -4.080304 -0.251759 1.6142 0.7250 0.8179
H -0.875678 -3.137672 -0.065610 -0.4678 -0.4433 -0.0490
H -1.454023 -4.403237 -0.748182 -1.1390 -0.1834 -0.6798
O 2.753492 -3.257343 -0.154145 -0.3447 -2.1738 0.3351
H 2.751216 -2.330370 -0.393211 -1.1941 -0.7599 -0.1221
H 1.960431 -3.868142 -0.341462 1.3542 2.4096 0.0431
O -4.328698 0.310066 -0.899253 -0.4593 -0.7861 -0.8429
H -4.521838 -0.304161 -0.183196 0.2397 0.2543 0.1677
H -3.933291 1.078911 -0.519504 0.2596 0.6089 0.6131
O -3.552798 0.565111 2.043410 0.0183 0.3391 -1.3461
H -3.371873 0.810885 2.929439 0.1807 0.1864 1.6393
H -3.106732 1.313445 1.584108 -0.4664 -0.2775 0.0732
O -1.252975 1.199469 3.876515 0.0333 -0.0863 -0.0895
H -0.666490 1.846958 4.245004 -0.0096 1.0963 0.7283
H -0.571759 0.641170 3.510972 -0.0158 -0.9638 -0.7296
O -2.304725 2.828070 1.182509 -0.2186 -0.6769 0.4631
H -1.450005 2.788764 1.612329 0.2100 -0.3817 0.4971
H -2.133017 3.545217 0.586044 -0.0746 0.8171 -0.7351
```
Positions in Å, forces in eV/Å.

Its HOMO energy is -9.9 eV. Its structure (SMILES) is CCNC(=O)CCO.O.O.O.O.O.O.O.O. The value obtained for the energy above the lowest of the compared OMol25 structures with the same formula, charge and spin is 99.1 kcal per mole. The total charge is 0.

=====

| no. | calculated total energy (eV) | M (u) | orbital gap (Eh) |
| --- | --- | --- | --- |
| 1 | -24977.4691 | 243.3 | 0.393 |
| 2 | -22375.6380 | 225.3 | 0.336 |
| 3 | -27587.1838 | 261.3 | 0.372 |